44
Properties=species:S:1:pos:R:3:mulliken_charge:R:1 method="wB97M-V/def2-TZVPD" gap_ev=10.009 homo_energy_ha=-0.3485 total_charge=0 multiplicity=1 smiles="CCCCc1ccc(S(=O)(=O)NCCc2ccncc2)cc1"
C -1.834 -1.617 -0.804 -0.605
C -3.346 -1.498 -0.654 -0.751
C -3.784 -0.685 0.566 -0.486
C -3.689 0.837 0.381 -1.343
C -2.285 1.367 0.377 0.560
C -1.511 1.300 1.533 0.028
C -0.214 1.780 1.543 -1.096
C 0.311 2.335 0.392 0.251
S 2.007 2.912 0.402 1.359
O 2.304 3.401 1.714 -0.719
O 2.217 3.749 -0.741 -0.694
N 2.953 1.561 0.191 -0.209
C 3.048 0.956 -1.110 -1.088
C 1.987 -0.127 -1.390 -0.025
C 2.138 -1.266 -0.428 0.245
C 3.044 -2.295 -0.666 -0.597
C 3.179 -3.300 0.278 -0.361
N 2.492 -3.337 1.407 -0.633
C 1.633 -2.360 1.637 -0.690
C 1.418 -1.308 0.762 0.358
C -0.444 2.434 -0.760 -0.556
C -1.741 1.950 -0.763 -0.572
H -1.396 -2.063 0.086 0.275
H -1.590 -2.249 -1.655 0.497
H -1.379 -0.643 -0.962 -0.166
H -3.763 -2.504 -0.562 0.369
H -3.769 -1.051 -1.557 0.304
H -4.828 -0.924 0.781 0.341
H -3.191 -0.988 1.431 0.379
H -4.230 1.311 1.205 0.391
H -4.190 1.113 -0.549 0.379
H -1.932 0.873 2.432 0.459
H 0.396 1.753 2.433 0.491
H 2.942 0.929 0.975 0.335
H 2.943 1.779 -1.818 0.476
H 4.047 0.520 -1.219 0.368
H 2.125 -0.481 -2.413 0.611
H 0.991 0.310 -1.301 -0.465
H 3.629 -2.312 -1.573 0.445
H 3.870 -4.119 0.126 0.388
H 1.090 -2.427 2.572 0.381
H 0.696 -0.539 0.994 0.533
H -0.006 2.898 -1.630 0.509
H -2.338 2.025 -1.661 0.327

=====

18
Properties=species:S:1:pos:R:3:mulliken_charge:R:1 method="wB97M-V/def2-TZVPD" gap_ev=6.032 homo_energy_ha=-0.0858 total_charge=-1 multiplicity=1 smiles=C[C@H](C[S-])NCN
C 1.627 -0.181 0.901 -1.440
C 0.412 0.550 0.194 0.294
C -0.789 0.054 0.813 -0.837
S -1.091 0.823 2.411 -0.611
N 0.460 0.379 -1.300 -0.376
C 0.795 -0.873 -2.060 -0.098
N -0.280 -1.131 -3.098 -0.752
H 2.443 0.081 0.236 0.380
H 1.953 0.140 1.888 0.360
H 1.449 -1.177 1.038 0.374
H 0.373 1.637 0.418 0.208
H -1.705 0.583 0.256 0.181
H -0.762 -1.037 0.733 0.267
H -0.538 0.254 -1.539 0.114
H 0.693 -1.922 -1.515 0.198
H 1.743 -0.742 -2.597 0.226
H -1.176 -0.893 -2.770 0.274
H -0.542 -2.131 -3.023 0.239

=====

91
Properties=species:S:1:pos:R:3:mulliken_charge:R:1 method="wB97M-V/def2-TZVPD" gap_ev=6.537 homo_energy_ha=-0.1536 total_charge=-1 multiplicity=1
Sn -1.717 1.613 1.346 0.695
C -3.145 -1.083 3.414 -0.934
N -2.596 -1.409 2.136 0.856
C -3.632 -1.701 1.162 0.221
C -4.608 -0.583 0.870 0.745
C -5.817 -0.863 0.244 -1.157
C -6.629 0.180 -0.159 -0.459
C -6.243 1.485 0.092 -0.799
C -5.028 1.669 0.760 -0.282
N -4.206 0.675 1.099 0.463
C -1.688 -2.562 2.236 -1.019
C -0.264 -2.303 2.682 0.583
C 0.377 -3.100 3.585 -1.013
C 1.727 -2.876 3.847 -0.533
C 2.395 -1.906 3.145 -0.750
C 1.662 -1.173 2.208 -0.022
N 0.369 -1.361 1.976 0.510
C -2.135 -0.396 4.297 0.780
C -2.020 -0.763 5.618 -1.097
C -1.058 -0.158 6.419 -0.475
C -0.204 0.762 5.826 -0.857
C -0.447 1.118 4.514 0.196
N -1.369 0.530 3.736 0.456
H -3.603 -1.931 3.940 0.163
H -3.949 -0.396 3.252 0.514
H -4.208 -2.609 1.436 0.402
H -3.087 -1.943 0.253 -0.902
H -6.103 -1.877 0.049 0.437
H -7.565 -0.021 -0.632 0.428
H -6.857 2.339 -0.149 0.436
H -4.680 2.685 0.969 0.182
H -1.576 -2.928 1.198 0.358
H -2.161 -3.394 2.789 0.204
H -0.150 -3.872 4.103 0.514
H 2.210 -3.478 4.570 0.446
H 3.462 -1.700 3.292 0.420
H 2.169 -0.432 1.577 0.022
H -2.704 -1.478 6.060 0.399
H -0.872 -0.490 7.428 0.388
H 0.616 1.224 6.347 0.447
H 0.155 1.874 3.978 -0.181
C 5.517 -3.301 -4.564 -1.364
C 5.090 -2.038 -3.857 0.864
C 4.631 -0.937 -4.606 -0.820
C 4.146 0.227 -4.001 -0.520
C 4.182 0.323 -2.626 0.284
N 3.652 1.441 -1.916 0.127
C 3.552 2.716 -2.438 0.344
O 4.107 3.069 -3.452 -0.675
N 2.781 3.636 -1.694 -0.054
C 2.379 3.670 -0.348 0.295
C 2.575 4.836 0.401 -0.528
C 2.096 4.961 1.680 -0.877
C 1.427 3.867 2.237 -0.187
N 1.193 2.777 1.551 0.097
C 1.662 2.649 0.305 -0.658
C 4.632 -0.751 -1.853 -0.351
C 5.042 -1.921 -2.467 -0.425
H 5.207 -3.281 -5.608 0.342
H 5.052 -4.192 -4.105 0.324
H 6.608 -3.445 -4.490 0.290
H 4.597 -1.063 -5.672 0.229
H 3.791 1.036 -4.631 0.412
H 2.978 1.174 -1.233 0.003
H 2.789 4.516 -2.145 0.239
H 3.075 5.702 -0.019 0.387
H 2.284 5.854 2.253 0.383
H 0.935 3.928 3.214 0.286
H 1.393 1.707 -0.196 0.757
H 4.573 -0.665 -0.766 0.369
H 5.265 -2.784 -1.836 0.307
C -0.331 2.107 -4.639 -1.162
C -1.833 2.027 -4.295 -0.213
C -2.181 0.717 -3.618 0.231
N -2.849 0.604 -2.508 -0.706
N -2.925 -0.666 -2.009 0.165
C -2.317 -1.503 -2.745 0.314
N -2.181 -2.848 -2.479 -0.712
S -1.642 -0.814 -4.201 -0.150
H -0.074 3.039 -5.134 0.410
H -0.032 1.276 -5.317 0.324
H 0.272 2.020 -3.736 0.292
H -2.427 2.140 -5.192 0.246
H -2.102 2.814 -3.569 0.217
H -2.134 -2.974 -1.474 0.371
H -1.262 -3.108 -2.838 0.339
S -2.494 3.561 2.290 -0.764
F 0.703 -2.787 -2.939 -0.400
C 1.288 -1.905 -1.922 -0.296
F 2.204 -2.811 -1.344 -0.255
F 0.282 -1.971 -0.961 0.082

=====

11
Properties=species:S:1:pos:R:3:mulliken_charge:R:1 method="wB97M-V/def2-TZVPD" gap_ev="7.534 / 6.566" homo_energy_ha="-0.4982 / -0.4759" total_charge=+1 multiplicity=1
C 2.049 -0.994 0.041 -0.189
C -2.224 -0.412 0.107 -1.021
O 1.515 0.218 -0.075 -0.106
Si 0.457 1.450 -0.152 0.430
H 2.167 -1.460 1.019 0.318
H 2.123 -1.615 -0.861 0.302
H -1.776 -0.614 -0.842 0.390
H -1.783 -0.939 1.029 0.357
H -2.994 0.345 0.001 0.398
H 0.429 2.276 -1.382 0.070
H 0.038 1.745 1.117 0.052

=====

7
Properties=species:S:1:pos:R:3:mulliken_charge:R:1 method="wB97M-V/def2-TZVPD" gap_ev=5.711 homo_energy_ha=-0.0807 total_charge=-1 multiplicity=1
C -0.181 -0.033 -1.159 -0.054
C -1.391 -0.425 -1.376 -0.773
C 0.557 -0.309 1.464 0.651
O 1.100 -1.328 1.504 -0.395
O 0.145 0.734 1.690 -0.334
S -1.217 1.468 -1.083 -0.459
H 0.988 -0.107 -1.041 0.365

=====

91
Properties=species:S:1:pos:R:3:lowdin_spin:R:1 method="wB97M-V/def2-TZVPD" gap_ev="7.208 / 5.653" homo_energy_ha="-0.4862 / -0.4896" total_charge=+2 s_squared=6.037 multiplicity=5
Os -0.320 -0.234 0.405 2.189
C 3.546 -0.339 -1.448 0.018
C 2.218 -0.626 -0.854 0.121
N 1.441 0.292 -0.363 0.001
N 1.832 1.610 -0.245 0.003
C 1.130 2.165 0.714 -0.001
O 0.204 1.501 1.369 0.150
C 1.358 3.565 1.087 0.003
C 0.433 4.215 1.903 -0.001
C 0.632 5.541 2.245 0.000
C 1.755 6.215 1.781 -0.002
C 2.679 5.567 0.972 0.001
C 2.483 4.244 0.620 -0.002
C 1.707 -1.999 -0.685 0.016
C 2.398 -3.113 -1.113 0.020
C 1.884 -4.375 -0.833 0.022
C 0.693 -4.479 -0.143 0.013
C 0.035 -3.321 0.247 0.033
N 0.532 -2.110 -0.005 0.039
H 3.733 0.729 -1.456 0.000
H 3.590 -0.727 -2.467 0.005
H 4.328 -0.840 -0.872 0.007
H -0.434 3.679 2.264 0.000
H -0.083 6.050 2.876 0.000
H 1.913 7.250 2.055 0.000
H 3.555 6.094 0.619 0.000
H 3.199 3.730 -0.007 0.000
H 3.331 -3.000 -1.647 0.001
H 2.418 -5.260 -1.151 0.001
H 0.252 -5.436 0.092 0.000
H -0.920 -3.358 0.750 0.001
O -2.234 -1.348 2.653 0.031
C -1.615 -0.894 1.835 0.054
N -2.703 2.594 -1.968 0.005
C -1.762 1.668 -1.723 0.012
N -1.704 1.344 -0.449 0.099
C -2.672 2.119 0.194 0.007
C -2.999 2.243 1.543 0.001
C -3.991 3.142 1.872 0.000
C -4.648 3.911 0.897 0.001
C -4.318 3.814 -0.439 0.001
C -3.312 2.909 -0.761 0.003
H -2.887 3.010 -2.866 0.001
H -1.143 1.248 -2.498 0.001
H -2.478 1.693 2.315 0.000
H -4.260 3.274 2.912 0.000
H -5.416 4.607 1.203 0.000
H -4.804 4.422 -1.189 0.000
O -1.476 -1.118 -1.628 0.110
C -2.591 -1.614 -1.398 0.014
O -2.868 -2.177 -0.277 0.038
C -3.738 -1.498 -2.378 0.008
C -4.850 -2.509 -2.090 0.012
Ge -4.589 -3.257 -0.297 0.095
C -5.244 -2.351 1.277 0.023
C -5.294 -2.932 2.542 0.005
C -5.724 -2.200 3.640 0.000
C -6.122 -0.881 3.482 0.005
C -6.084 -0.292 2.225 0.001
C -5.645 -1.023 1.132 0.005
C -3.671 -4.963 -0.249 0.036
C -3.860 -5.924 0.744 0.014
C -3.234 -7.160 0.666 0.000
C -2.431 -7.464 -0.424 0.010
C -2.241 -6.522 -1.428 0.005
C -2.852 -5.280 -1.335 0.009
C -6.618 -4.589 -0.506 0.519
C -7.717 -4.166 0.195 0.075
C -8.938 -4.677 -0.253 0.035
C -8.984 -5.579 -1.305 -0.009
C -7.821 -5.996 -1.935 0.032
C -6.580 -5.517 -1.515 0.073
H -3.371 -1.524 -3.403 0.001
H -4.111 -0.480 -2.210 0.000
H -4.836 -3.344 -2.791 0.000
H -5.840 -2.062 -2.165 0.000
H -4.998 -3.964 2.690 0.000
H -5.757 -2.662 4.618 0.000
H -6.471 -0.315 4.336 0.000
H -6.409 0.732 2.095 0.000
H -5.626 -0.546 0.155 0.000
H -4.522 -5.730 1.578 0.001
H -3.393 -7.894 1.445 0.000
H -1.967 -8.439 -0.499 0.000
H -1.629 -6.762 -2.288 0.000
H -2.694 -4.564 -2.136 0.001
H -7.670 -3.462 1.013 0.007
H -9.850 -4.360 0.238 0.006
H -9.938 -5.976 -1.625 0.000
H -7.864 -6.715 -2.743 0.006
H -5.660 -5.863 -1.967 0.007

=====

Strongest force on any atom in eV Å⁻¹, matching the order above: 1.00; 4.32; 1.43; 2.67; 3.15; 0.54
Electronic energy in eV, matching the order above: -35896.5242; -18140.3209; -90553.2334; -12100.2252; -18055.5581; -119800.7380
Energy above the lowest of the compared OMol25 structures with the same formula, charge and spin in kcal per mole, matching the order above: 53.24; 64.05; 3.84; 104.60; 18.03; 4.70